The molecule C7H12 at a distorted geometry, computed with ωB97M-V/def2-TZVPD.

Kohn-Sham gap = 9.974 eV
max |F| = 4.02 eV Å⁻¹
net charge = 0
SMILES = C=C(C)C/C=C/C
calculated total energy = -273.79647 a.u.
relative energy (zero: lowest compared OMol25 entry of this formula, charge and spin) = 294.28 kJ/mol
LUMO energy = 0.040 Eh
multiplicity = 1
HOMO level = -8.88 eV

The geometry in XYZ format:
```
19
Properties=species:S:1:pos:R:3:lowdin_charge:R:1
C 1.52944 1.33248 1.39863 0.03
C 1.01253 0.20675 0.98442 -0.44
C 0.36751 -0.72673 1.93553 -0.09
C 1.28681 -0.26058 -0.48542 -0.16
C -0.02970 -0.41912 -1.32743 -0.10
C -1.20879 0.18563 -0.93774 -0.17
C -2.39616 0.12583 -1.90602 -0.12
H 1.77268 1.20629 2.43072 0.05
H 1.69211 2.21421 0.82522 0.06
H 0.69695 -0.49287 2.97771 0.09
H -0.72816 -0.74119 1.90184 0.08
H 0.65834 -1.77252 1.86983 0.07
H 2.02478 -1.17755 -0.27719 0.14
H 2.21530 0.27154 -0.88259 0.11
H -0.00017 -1.02786 -2.16081 0.06
H -1.08643 0.84661 -0.00621 0.12
H -1.89707 0.72755 -2.70431 0.08
H -3.36720 0.45239 -1.41019 0.08
H -2.54276 -0.95086 -2.22600 0.08
```